Entry 1:
# C29H49Cl2O12S

A cluster of 2 separate species, C29H49Cl2O12S in total in a non-equilibrium geometry (ωB97M-V/def2-TZVPD, the Open Molecules 2025 dataset).

Atoms and positions in Å:
C: 5.60 -0.05 1.60
C: 5.16 -0.82 0.19
C: 3.52 -0.89 0.12
Cl: 2.92 0.88 0.18
C: 2.90 -1.77 -1.12
C: 1.29 -1.98 -0.72
C: 0.95 -3.47 -0.15
O: 1.59 -3.79 1.16
C: 0.65 -4.77 1.81
C: -0.44 -4.01 2.81
O: 0.20 -3.13 3.80
C: -0.49 -1.82 3.64
C: 0.29 -0.53 2.97
C: -0.46 0.91 2.77
C: -2.04 1.06 3.30
C: -2.72 2.58 3.05
C: -1.59 3.63 3.70
C: -4.09 2.82 3.92
C: -2.83 2.97 1.47
C: -4.15 2.41 0.69
C: -4.68 0.93 1.16
C: -5.42 3.49 0.65
C: -3.70 2.24 -0.91
C: -2.83 -0.21 3.97
C: -2.06 -1.68 4.15
C: 3.67 -3.18 -1.44
C: 5.02 -3.06 -2.35
S: 5.25 -1.43 -3.25
O: 6.68 -0.89 -2.90
O: 5.30 -1.69 -4.81
O: 4.12 -0.22 -2.85
C: 2.85 -0.91 -2.56
C: 2.24 -1.78 -3.81
O: 2.31 -0.96 -5.07
C: 1.33 0.13 -5.04
O: 2.12 1.39 -5.16
C: 2.11 1.88 -6.55
C: 2.42 3.52 -6.60
O: 3.38 3.85 -5.52
H: 6.04 1.02 1.32
H: 6.50 -0.63 2.12
H: 4.68 0.13 2.32
H: 5.71 -1.85 0.11
H: 5.56 -0.11 -0.68
H: 3.17 -1.37 1.16
H: 0.56 -1.72 -1.60
H: 1.02 -1.22 0.16
H: 1.10 -4.35 -0.95
H: -0.22 -3.48 0.08
H: 0.07 -5.43 1.01
H: 1.23 -5.55 2.49
H: -1.08 -3.30 2.10
H: -1.22 -4.74 3.30
H: 1.41 -0.62 2.62
H: 0.09 1.83 2.28
H: -0.67 3.78 2.99
H: -1.20 3.09 4.67
H: -2.12 4.63 4.04
H: -4.73 3.71 3.51
H: -3.74 3.15 5.01
H: -4.76 1.87 4.06
H: -1.82 2.71 0.89
H: -2.89 4.16 1.42
H: -5.35 0.99 2.15
H: -3.78 0.19 1.26
H: -5.43 0.56 0.31
H: -5.68 3.73 -0.49
H: -5.18 4.52 1.15
H: -6.39 2.96 1.08
H: -3.26 3.22 -1.36
H: -4.57 1.76 -1.56
H: -2.84 1.41 -0.89
H: -3.95 -0.13 4.32
H: -2.67 -2.58 4.64
H: 2.99 -4.00 -1.97
H: 3.99 -3.67 -0.41
H: 5.10 -3.96 -3.12
H: 5.95 -3.17 -1.62
H: 2.06 -0.04 -2.36
H: 1.10 -2.08 -3.68
H: 2.81 -2.77 -4.06
H: 0.60 -0.04 -5.95
H: 0.68 0.15 -4.04
H: 1.08 1.74 -7.10
H: 2.98 1.39 -7.20
H: 2.82 3.84 -7.66
H: 1.40 4.08 -6.43
H: 3.50 4.85 -5.45
O: -8.40 0.81 4.53
Cl: -7.41 -0.07 3.94
O: -6.08 0.45 4.20
O: -7.62 -0.13 2.50
O: -7.53 -1.40 4.50

- E: -3354.8642 Ha
- F_max: 9.433 eV Å⁻¹
- LUMO: 1.43 eV
- HOMO-LUMO gap: 7.46 eV
- HOMO level: -6.02 eV
- Charge: -1

***

Entry 2:
# C29H49Cl3GeMnO3P2S2Se

A structure of composition C29H49Cl3GeMnO3P2S2Se in a non-equilibrium geometry (ωB97M-V/def2-TZVPD, the Open Molecules 2025 dataset).

Atoms and positions in Å:
Mn: 0.02 -0.55 0.57
Cl: 4.06 -6.29 0.08
C: 3.38 -4.74 0.46
C: 2.18 -4.36 -0.10
C: 1.67 -3.13 0.25
Cl: 0.18 -2.53 -0.35
C: 2.29 -2.21 1.14
O: 1.75 -1.08 1.39
C: 3.52 -2.68 1.68
Cl: 4.39 -1.68 2.78
C: 4.05 -3.91 1.35
H: 1.65 -5.00 -0.79
H: 4.97 -4.23 1.80
C: -0.03 5.08 3.09
C: -0.37 4.70 1.66
O: -1.54 3.91 1.65
P: -1.62 2.47 0.82
S: -0.06 1.44 1.77
S: -1.87 -0.25 -0.32
O: -2.94 1.97 1.62
C: -4.20 2.00 0.96
C: -4.87 0.63 0.97
H: 0.85 5.72 3.11
H: 0.16 4.18 3.67
H: -0.86 5.62 3.54
H: 0.47 4.16 1.22
H: -0.56 5.61 1.06
H: -4.08 2.33 -0.07
H: -4.83 2.73 1.49
H: -4.21 -0.09 0.50
H: -5.81 0.67 0.42
H: -5.07 0.31 1.99
C: 0.61 1.17 7.61
Ge: 1.20 -0.16 6.25
C: 1.61 -1.89 7.14
C: 2.77 0.53 5.27
C: -0.31 -0.41 4.98
Se: -0.24 -2.14 4.09
C: -1.77 -1.87 2.91
H: 1.36 1.29 8.39
H: -0.32 0.85 8.08
H: 0.44 2.13 7.14
H: 2.43 -1.79 7.84
H: 1.88 -2.63 6.39
H: 0.74 -2.26 7.68
H: 3.70 0.36 5.81
H: 2.66 1.60 5.10
H: 2.84 0.04 4.30
H: -0.27 0.35 4.20
H: -1.28 -0.34 5.49
H: -2.67 -1.78 3.51
H: -1.84 -2.73 2.24
H: -1.61 -0.94 2.33
C: -2.33 1.51 -3.23
C: -1.96 0.37 -4.19
C: -1.76 1.00 -5.57
C: -3.11 -0.63 -4.21
P: -0.50 -0.50 -3.32
C: 0.77 0.83 -3.38
C: 1.18 1.31 -2.13
C: 2.13 2.31 -2.01
C: 2.71 2.84 -3.15
C: 2.32 2.38 -4.40
C: 1.37 1.39 -4.51
C: 0.28 -1.86 -4.43
C: 0.22 -1.72 -5.95
C: 1.73 -1.98 -3.98
C: -0.45 -3.14 -4.01
H: -3.24 2.00 -3.58
H: -1.54 2.25 -3.18
H: -2.50 1.12 -2.23
H: -2.72 1.43 -5.87
H: -1.47 0.29 -6.33
H: -1.04 1.81 -5.52
H: -4.05 -0.12 -4.42
H: -3.19 -1.11 -3.23
H: -2.97 -1.40 -4.97
H: 0.73 0.88 -1.21
H: 2.42 2.65 -1.03
H: 3.46 3.61 -3.07
H: 2.78 2.79 -5.29
H: 1.09 1.05 -5.50
H: 0.70 -0.81 -6.29
H: -0.80 -1.74 -6.31
H: 0.75 -2.56 -6.40
H: 2.34 -1.15 -4.35
H: 2.16 -2.91 -4.36
H: 1.80 -2.00 -2.89
H: -1.50 -3.12 -4.32
H: -0.43 -3.24 -2.93
H: 0.02 -4.02 -4.45

- E: -9849.2815 Ha
- F_max: 2.814 eV Å⁻¹
- LUMO (alpha / beta): 2.39 / 2.41 eV
- Spin multiplicity: 5
- Relative energy (zero: lowest compared OMol25 entry of this formula, charge and spin): 54.0 kcal per mole
- HOMO-LUMO gap (alpha / beta): 6.48 / 6.80 eV
- HOMO level (alpha / beta): -4.09 / -4.40 eV
- Charge: -1

***

Entry 3:
# C29H49ClN2O10

A cluster of 3 separate species, C29H49ClN2O10 in total (ωB97M-V/def2-TZVPD, the Open Molecules 2025 dataset).

Atoms and positions in Å:
C: 0.97 -2.37 1.28
C: 2.05 -1.95 2.28
C: 1.40 -1.91 3.69
C: 2.63 -0.56 1.99
C: 2.91 -0.19 0.54
C: 4.36 -0.42 0.07
C: 5.12 -1.60 0.66
N: 4.51 -2.91 0.38
O: 2.67 1.23 0.38
C: 1.48 1.51 -0.36
C: 1.77 1.40 -1.86
C: 0.52 1.14 -2.69
C: 0.07 -0.30 -2.58
O: 0.22 -0.92 -1.56
N: -0.50 -0.90 -3.75
C: -0.40 -2.34 -3.68
C: 0.78 -2.94 -4.10
C: 0.93 -4.31 -4.02
C: -0.11 -5.09 -3.52
C: -1.30 -4.50 -3.12
C: -1.45 -3.12 -3.20
C: 1.02 2.92 0.04
O: -0.15 2.88 0.84
C: 0.10 2.64 2.21
C: -0.87 1.56 2.78
C: -2.13 1.34 1.98
O: -3.22 1.65 2.33
Cl: -1.94 0.51 0.41
H: 0.41 -3.22 1.69
H: 0.27 -1.57 1.06
H: 1.41 -2.74 0.34
H: 2.81 -2.73 2.31
H: 1.83 -1.11 4.29
H: 1.48 -2.87 4.20
H: 0.35 -1.65 3.57
H: 3.57 -0.47 2.54
H: 1.95 0.19 2.41
H: 2.24 -0.69 -0.16
H: 4.89 0.52 0.25
H: 4.35 -0.57 -1.02
H: 5.32 -1.47 1.72
H: 6.10 -1.61 0.18
H: 4.98 -3.33 -0.41
H: 3.54 -2.82 0.11
H: 0.69 0.83 -0.06
H: 2.22 2.34 -2.18
H: 2.53 0.64 -2.03
H: -0.29 1.79 -2.34
H: 0.69 1.37 -3.74
H: -1.50 -0.69 -3.75
H: 1.58 -2.32 -4.49
H: 1.85 -4.78 -4.34
H: 0.01 -6.16 -3.43
H: -2.11 -5.09 -2.72
H: -2.35 -2.62 -2.87
H: 1.85 3.40 0.56
H: 0.76 3.48 -0.85
H: 1.11 2.26 2.33
H: -0.02 3.57 2.76
H: -0.34 0.63 2.93
H: -1.22 1.90 3.75
C: -5.42 -6.31 -1.80
C: -4.43 -6.54 -0.68
O: -3.60 -5.39 -0.46
C: -4.17 -4.41 0.24
O: -5.28 -4.42 0.70
O: -3.30 -3.41 0.33
C: -3.79 -2.24 1.00
H: -4.91 -5.99 -2.71
H: -5.97 -7.23 -2.01
H: -6.14 -5.54 -1.53
H: -3.74 -7.34 -0.94
H: -4.93 -6.83 0.25
H: -4.21 -2.48 1.97
H: -4.54 -1.75 0.38
H: -2.93 -1.58 1.10
C: -1.80 5.79 1.05
C: -1.73 6.90 0.02
O: -1.27 8.13 0.60
C: 0.05 8.21 0.80
O: 0.86 7.36 0.53
O: 0.31 9.39 1.36
C: 1.69 9.59 1.69
H: -2.41 6.10 1.90
H: -2.24 4.90 0.61
H: -0.81 5.54 1.42
H: -2.72 7.12 -0.37
H: -1.09 6.62 -0.82
H: 2.33 9.40 0.83
H: 1.98 8.94 2.51
H: 1.78 10.63 2.00

- E: -2456.5239 Ha
- F_max: 0.937 eV Å⁻¹
- LUMO: 0.55 eV
- SMILES: CC(C)C[C@H](CCN)O[C@H](CCC(=O)Nc1ccccc1)COCCC(=O)Cl.CCOC(=O)OC.CCOC(=O)OC
- HOMO-LUMO gap: 9.56 eV
- HOMO level: -9.02 eV
- Charge: 0

***

Entry 4:
# C29H49F12N2O8

A cluster of 5 separate species, C29H49F12N2O8 in total (ωB97M-V/def2-TZVPD, the Open Molecules 2025 dataset).

Atoms and positions in Å:
C: 3.19 2.62 -0.56
C: 4.35 2.18 -1.47
C: 4.73 0.70 -1.35
C: 3.78 -0.27 -2.05
C: 2.60 -0.71 -1.18
C: 1.52 -1.51 -1.93
C: 1.48 -3.01 -1.61
C: 0.61 -3.38 -0.40
C: 0.82 -2.56 0.88
C: 2.00 -2.95 1.78
C: 2.67 -1.75 2.49
N: 4.11 -1.88 2.65
C: 4.63 -3.20 2.93
C: 4.07 -4.30 2.00
N: 3.09 -3.69 1.05
H: 3.21 2.07 0.39
H: 2.22 2.44 -1.02
H: 3.26 3.68 -0.32
H: 4.08 2.38 -2.51
H: 5.23 2.80 -1.26
H: 4.77 0.44 -0.28
H: 5.74 0.56 -1.73
H: 3.38 0.20 -2.96
H: 4.33 -1.16 -2.37
H: 3.01 -1.33 -0.37
H: 2.17 0.16 -0.68
H: 1.67 -1.38 -3.00
H: 0.53 -1.09 -1.72
H: 2.51 -3.38 -1.52
H: 1.07 -3.55 -2.47
H: 0.70 -4.45 -0.18
H: -0.43 -3.24 -0.69
H: -0.08 -2.67 1.49
H: 0.87 -1.50 0.64
H: 1.66 -3.67 2.53
H: 2.49 -0.84 1.92
H: 2.19 -1.61 3.46
H: 4.62 -1.40 1.92
H: 4.42 -3.47 3.97
H: 5.72 -3.15 2.84
H: 4.85 -4.78 1.40
H: 3.52 -5.07 2.54
H: 3.54 -3.07 0.38
H: 2.65 -4.43 0.50
C: -5.70 -3.60 0.19
C: -5.46 -2.47 -0.78
O: -4.74 -1.37 -0.14
C: -3.45 -1.51 -0.02
O: -2.75 -2.42 -0.37
C: -2.85 -0.25 0.65
F: -3.55 0.14 1.71
F: -2.80 0.76 -0.23
F: -1.59 -0.51 1.05
H: -6.24 -3.24 1.07
H: -6.30 -4.37 -0.29
H: -4.76 -4.05 0.51
H: -6.39 -2.02 -1.11
H: -4.90 -2.81 -1.65
C: -2.41 3.18 2.94
C: -1.99 3.83 1.64
O: -2.99 4.77 1.19
C: -2.94 5.97 1.73
O: -2.15 6.38 2.52
C: -4.07 6.86 1.14
F: -5.24 6.21 1.11
F: -3.75 7.20 -0.11
F: -4.21 7.96 1.86
H: -3.37 2.69 2.83
H: -1.67 2.43 3.23
H: -2.47 3.92 3.74
H: -1.92 3.11 0.83
H: -1.04 4.35 1.74
C: -3.06 -5.00 -5.57
C: -4.38 -5.73 -5.44
O: -4.36 -6.63 -4.30
C: -4.60 -6.09 -3.13
O: -4.82 -4.94 -2.87
C: -4.60 -7.19 -2.03
F: -3.55 -8.00 -2.16
F: -5.72 -7.92 -2.12
F: -4.56 -6.63 -0.82
H: -2.24 -5.71 -5.65
H: -3.08 -4.39 -6.48
H: -2.89 -4.34 -4.72
H: -4.57 -6.38 -6.29
H: -5.22 -5.04 -5.32
C: 0.40 8.29 1.14
C: 0.98 7.08 1.82
O: 2.41 6.98 1.63
C: 3.16 7.71 2.44
O: 2.80 8.44 3.32
C: 4.65 7.45 2.13
F: 4.90 7.48 0.82
F: 4.99 6.23 2.58
F: 5.42 8.34 2.73
H: 0.66 8.30 0.08
H: -0.68 8.28 1.24
H: 0.77 9.21 1.59
H: 0.60 6.15 1.39
H: 0.76 7.08 2.89

- E: -3044.0813 Ha
- F_max: 0.253 eV Å⁻¹
- LUMO: -2.70 eV
- HOMO-LUMO gap: 9.80 eV
- HOMO level: -12.49 eV
- Charge: +1

***

Entry 5:
# C29H49NP2PtSb

A structure of composition C29H49NP2PtSb (ωB97M-V/def2-TZVPD, the Open Molecules 2025 dataset).

Atoms and positions in Å:
Pt: 0.17 -0.57 0.20
C: 3.38 -0.99 2.48
C: 3.78 -0.91 1.01
C: 4.19 -2.27 0.44
P: 2.46 -0.10 0.04
C: 3.01 -0.13 -1.72
C: 2.52 1.12 -2.45
C: 2.55 -1.39 -2.44
C: 2.47 1.60 0.61
C: 3.60 2.29 1.06
C: 3.50 3.56 1.59
C: 4.70 4.30 2.10
C: 2.22 4.12 1.68
C: 1.10 3.47 1.22
C: 1.20 2.20 0.62
N: 0.12 1.48 0.11
C: -1.01 2.14 -0.36
C: -0.99 3.46 -0.85
C: -2.17 4.09 -1.19
C: -3.41 3.47 -1.08
C: -4.68 4.19 -1.44
C: -3.42 2.14 -0.70
C: -2.24 1.46 -0.38
P: -2.12 -0.32 -0.17
C: -3.36 -0.85 1.09
C: -3.19 0.05 2.32
C: -4.81 -0.95 0.65
C: -2.48 -1.02 -1.85
C: -3.61 -0.34 -2.62
C: -2.68 -2.54 -1.85
H: 4.20 -1.40 3.07
H: 2.51 -1.64 2.60
H: 3.13 -0.01 2.88
H: 4.65 -0.25 0.91
H: 3.33 -2.95 0.38
H: 4.93 -2.74 1.09
H: 4.63 -2.19 -0.55
H: 4.11 -0.11 -1.69
H: 1.43 1.18 -2.42
H: 2.82 1.07 -3.50
H: 2.92 2.04 -2.03
H: 1.45 -1.43 -2.47
H: 2.91 -2.31 -1.98
H: 2.91 -1.38 -3.47
H: 4.57 1.82 1.02
H: 5.63 3.87 1.71
H: 4.75 4.28 3.19
H: 4.68 5.35 1.80
H: 2.10 5.09 2.14
H: 0.13 3.94 1.33
H: -0.06 3.98 -0.95
H: -2.12 5.12 -1.55
H: -4.55 5.27 -1.41
H: -5.49 3.93 -0.75
H: -5.02 3.93 -2.45
H: -4.36 1.61 -0.68
H: -3.02 -1.85 1.38
H: -3.55 1.06 2.11
H: -2.15 0.13 2.63
H: -3.78 -0.35 3.15
H: -5.23 0.02 0.37
H: -5.40 -1.32 1.50
H: -4.97 -1.64 -0.18
H: -1.54 -0.80 -2.37
H: -4.56 -0.40 -2.09
H: -3.74 -0.84 -3.58
H: -3.39 0.71 -2.82
H: -3.71 -2.80 -1.62
H: -2.04 -3.05 -1.13
H: -2.45 -2.94 -2.84
C: 0.76 -4.39 -0.93
Sb: 0.22 -3.10 0.67
C: -1.58 -4.05 1.31
C: 1.41 -4.02 2.17
H: 0.70 -5.41 -0.56
H: 1.77 -4.17 -1.25
H: 0.09 -4.27 -1.78
H: -1.38 -5.12 1.34
H: -2.40 -3.87 0.62
H: -1.85 -3.71 2.30
H: 0.91 -4.96 2.41
H: 1.50 -3.42 3.07
H: 2.40 -4.25 1.79

- E: -2231.3459 Ha
- F_max: 0.316 eV Å⁻¹
- LUMO: -2.41 eV
- HOMO-LUMO gap: 7.01 eV
- HOMO level: -9.42 eV
- Charge: +1

***

Q: What is the E in the third record?
A: -2456.5239 Ha

***

Q: The highest E belongs to which entry?
A: C29H49NP2PtSb

***

Q: charge of number 3 (C29H49ClN2O10)?
A: 0